# 1
Entry from OMol25: one molecule with the formula C2H4 in a non-equilibrium geometry (ωB97M-V/def2-TZVPD).

The geometry in ORCA input format:
```
! wB97M-V def2-TZVPD RIJCOSX def2/J DEFGRID3
* xyz 0 1
C 0.507 -0.220 -0.380
C -0.498 0.163 0.389
H -0.387 1.086 0.956
H -1.467 -0.286 0.534
H 0.461 -1.135 -0.962
H 1.384 0.391 -0.537
*
```

Calculated values
SMILES: C=C
HOMO-LUMO gap, eV: 11.66
E_tot, a.u.: -78.5641
ΔE to the lowest compared entry with this formula, charge and spin, kcal/mol: 1.5
HOMO energy, eV: -10.22

=====

# 2
Entry from OMol25: C2H40CdF6NO24S2 as an isolated structure in a non-equilibrium geometry (ωB97M-V/def2-TZVPD).

The geometry in ORCA input format:
```
! wB97M-V def2-TZVPD RIJCOSX def2/J DEFGRID3
* xyz 1 1
Cd -0.450 2.485 -1.468
S 0.114 -0.905 -1.523
S -0.875 0.037 0.825
F 0.637 -0.735 2.927
F -1.610 -1.581 -3.401
F -2.580 -1.069 -1.526
F 1.074 1.269 2.237
F -1.542 -2.927 -1.725
F 1.706 -0.418 1.089
O 4.176 2.988 2.063
O 4.337 -1.595 1.251
O 0.878 -1.869 -0.781
O -3.039 0.803 -3.828
O 3.157 -1.989 -2.710
O 1.320 -3.276 1.930
O 2.754 -4.383 -1.131
O -4.568 1.819 1.667
O 0.717 -0.394 -2.739
O -1.379 -1.308 0.809
O 1.581 2.637 -1.322
O -1.155 -3.063 3.647
O -0.291 1.877 -3.524
O 3.332 0.689 -1.034
O -0.818 3.957 2.972
O -0.385 -4.922 0.039
O 1.104 4.002 4.905
O -3.844 -2.703 2.598
O -5.427 1.151 -0.869
O -4.757 -3.342 -2.601
O -1.709 1.061 1.397
O 2.116 4.830 2.434
O -0.807 3.626 0.273
O 0.877 -0.255 -5.490
N -0.339 0.540 -0.604
C 0.711 0.041 1.877
C -1.563 -1.685 -2.096
H -0.820 -2.943 4.541
H 1.960 -3.995 2.017
H 5.257 -1.621 0.960
H -1.269 -5.089 0.383
H 4.482 2.591 2.886
H -0.367 -3.056 3.084
H 1.588 4.921 3.247
H 2.198 3.381 -1.278
H 4.022 -1.728 -2.375
H -1.003 1.471 -4.036
H 0.432 2.012 -4.155
H -4.092 -3.161 1.789
H 3.474 -0.211 -0.694
H -1.110 4.541 0.207
H 1.986 -4.840 -1.491
H -1.520 3.503 3.455
H -3.703 0.109 -3.762
H -0.018 -4.239 0.622
H -0.039 3.929 3.563
H -4.657 -2.423 -2.863
H 0.911 4.863 5.304
H -0.551 3.544 1.225
H 2.605 -1.196 -2.634
H 4.005 2.236 1.479
H -4.743 1.568 0.746
H -4.150 -3.828 -3.172
H -2.764 0.774 -4.754
H 1.857 -2.495 1.771
H -6.320 0.929 -1.158
H -2.885 -2.830 2.674
H -4.891 1.115 -1.665
H 2.630 4.018 2.576
H 0.866 -0.325 -4.523
H 1.762 -0.531 -5.750
H 2.149 1.822 -1.224
H -3.629 1.650 1.807
H 4.322 -0.935 1.952
H 4.188 0.957 -1.400
H 1.724 3.587 5.516
H 2.664 -3.467 -1.436
*
```

Calculated values
HOMO-LUMO gap, eV: 7.80
E_tot, a.u.: -3523.7688
ΔE to the lowest compared entry with this formula, charge and spin, kcal/mol: 0.0
HOMO energy, eV: -11.83

=====

# 3
Entry from OMol25: a 19-piece molecular cluster, C2H40O20 overall in a non-equilibrium geometry (ωB97M-V/def2-TZVPD).

The geometry in ORCA input format:
```
! wB97M-V def2-TZVPD RIJCOSX def2/J DEFGRID3
* xyz -2 1
O 3.133 -0.054 -3.068
O -0.604 -1.711 2.602
O 0.582 -3.894 1.263
O 1.149 -0.338 -1.207
O 0.711 0.316 3.911
O 3.446 -0.917 0.156
O 1.511 4.184 -1.595
O 0.235 1.794 -2.470
O -3.126 -2.277 0.496
O -0.477 -0.973 -3.182
O 1.368 3.758 1.277
O 2.931 -2.586 2.653
O -0.617 1.990 2.270
O -1.647 -0.057 0.924
O 3.217 1.923 -0.602
O -3.457 0.107 2.835
O -2.302 2.531 -2.627
O -3.166 -1.460 -2.072
O -2.743 2.181 0.024
O 1.609 -2.991 -1.145
C -0.958 -0.249 -0.202
C 0.499 0.020 0.006
H 0.757 -3.319 0.486
H 0.482 0.960 -2.050
H 2.521 -0.775 -0.074
H 1.525 -3.921 1.581
H -0.723 2.020 -2.337
H -2.500 -1.584 0.697
H -1.299 -1.235 -2.813
H -2.561 1.268 0.213
H 1.323 3.279 -1.804
H -2.893 0.335 3.536
H 2.897 -1.755 2.140
H 3.619 -1.827 -0.115
H -0.930 -1.282 -0.353
H -2.398 2.319 -1.674
H -0.245 -2.421 2.123
H 0.254 -0.359 3.412
H -0.828 -1.051 1.933
H 0.711 3.069 1.348
H 1.392 -2.089 -1.141
H 0.927 -0.594 0.829
H -0.991 1.319 1.689
H -1.369 0.272 -1.011
H 2.399 1.408 -0.626
H 0.634 1.064 3.284
H 2.392 -0.070 -2.450
H 1.051 -3.423 -1.804
H 1.450 4.050 0.382
H 0.746 4.636 -1.984
H -3.666 2.206 0.107
H -3.665 -2.234 -2.378
H -2.795 -0.117 2.172
H 3.475 1.790 0.359
H -0.011 -0.771 -2.383
H -2.808 -1.594 -1.159
H 2.831 -0.377 -3.886
H -2.235 1.699 -3.133
H 0.747 1.118 0.152
H 2.436 -2.601 3.470
H -2.536 -3.019 0.406
H -1.436 2.329 2.590
*
```

Calculated values
HOMO-LUMO gap, eV: 7.99
E_tot, a.u.: -1605.0607
ΔE to the lowest compared entry with this formula, charge and spin, kcal/mol: 3.9
HOMO energy, eV: -3.35

=====

# 4
Entry from OMol25: a 19-piece molecular cluster, C2H40O20 overall in a non-equilibrium geometry (ωB97M-V/def2-TZVPD).

The geometry in ORCA input format:
```
! wB97M-V def2-TZVPD RIJCOSX def2/J DEFGRID3
* xyz -2 1
O -2.331 2.484 -1.850
O 0.645 -4.467 0.551
O -0.494 0.481 3.562
O -1.118 4.271 0.451
O -3.473 -0.668 -1.400
O -0.054 -2.449 3.248
O 2.652 -1.101 -2.326
O 1.126 3.110 -1.776
O 0.038 -2.395 -2.208
O 2.810 -1.821 0.737
O -0.241 0.819 -3.721
O 0.260 -1.919 0.357
O -3.817 -1.081 1.655
O 3.505 0.708 -0.094
O 2.372 0.386 4.106
O -2.784 1.415 0.894
O 2.500 1.313 -3.496
O -2.075 -3.148 0.783
O -0.279 1.633 -0.093
O 1.535 1.949 1.791
C -0.201 -0.623 0.664
C -0.073 0.263 -0.513
H -0.072 -4.748 0.019
H 2.815 -0.321 3.642
H -0.767 -2.305 -2.699
H 1.738 1.086 -4.012
H 0.548 -0.340 1.343
H 1.841 -1.774 0.718
H 1.630 0.660 3.573
H -0.477 0.527 -2.798
H -0.857 1.458 -4.018
H 0.854 0.168 -1.035
H -3.371 -0.233 1.693
H -0.295 0.394 2.601
H 1.833 -1.266 -1.879
H -1.942 1.464 0.407
H -1.262 -2.680 0.744
H -0.743 3.394 0.238
H 0.705 2.497 -1.148
H -2.644 -0.317 -1.085
H -2.779 2.214 1.392
H -0.144 -2.072 -1.284
H 2.578 0.493 -3.009
H -1.041 4.760 -0.357
H -0.908 -0.318 3.787
H -2.752 2.997 -1.204
H 4.429 0.979 -0.138
H 2.940 1.165 -0.717
H -0.980 -2.512 3.293
H 3.101 -0.932 0.507
H 0.854 1.714 1.132
H -4.054 0.059 -1.184
H -1.184 -0.663 1.133
H 2.438 1.730 1.580
H -0.778 0.145 -1.299
H -1.588 2.143 -1.401
H -3.055 -1.623 1.415
H -2.511 -3.073 -0.069
H 3.305 -1.089 -1.646
H 0.139 -2.069 2.387
H 0.492 -3.483 0.581
H 1.477 2.587 -2.504
*
```

Calculated values
HOMO-LUMO gap, eV: 8.50
E_tot, a.u.: -1605.0561
ΔE to the lowest compared entry with this formula, charge and spin, kcal/mol: 6.8
HOMO energy, eV: -3.82

=====

# 5
Entry from OMol25: C2H4AgO as an isolated structure in a non-equilibrium geometry (ωB97M-V/def2-TZVPD).

The geometry in ORCA input format:
```
! wB97M-V def2-TZVPD RIJCOSX def2/J DEFGRID3
* xyz -1 1
Ag 1.166 0.995 -0.720
O -0.539 0.067 -1.739
C 0.040 -0.570 1.112
C 0.070 0.022 2.328
H -0.734 -0.649 -2.356
H -0.633 0.935 2.642
H 0.408 -0.514 3.234
H 0.121 -1.675 1.184
*
```

Calculated values
HOMO-LUMO gap (alpha / beta), eV: 5.19 / 5.18
E_tot, a.u.: -300.6399
ΔE to the lowest compared entry with this formula, charge and spin, kcal/mol: 2.1
HOMO energy (alpha / beta), eV: -1.93 / -1.92

=====

# 6
Entry from OMol25: one molecule with the formula C2H4B2O in a non-equilibrium geometry (ωB97M-V/def2-TZVPD).

The geometry in ORCA input format:
```
! wB97M-V def2-TZVPD RIJCOSX def2/J DEFGRID3
* xyz 0 1
O -1.634 2.036 -0.904
C -1.032 1.096 -0.649
C 0.885 -0.838 0.354
B -0.530 -0.307 -0.403
B 1.460 0.171 1.083
H 1.831 1.101 1.650
H -1.479 -0.646 0.254
H -0.579 -0.743 -1.514
H 1.077 -1.870 0.128
*
```

Calculated values
HOMO-LUMO gap, eV: 8.48
E_tot, a.u.: -203.4470
ΔE to the lowest compared entry with this formula, charge and spin, kcal/mol: 1.1
HOMO energy, eV: -8.40

=====

# 7
Entry from OMol25: one molecule with the formula C2H4B2O in a non-equilibrium geometry (ωB97M-V/def2-TZVPD).

The geometry in ORCA input format:
```
! wB97M-V def2-TZVPD RIJCOSX def2/J DEFGRID3
* xyz 0 1
O 0.144 -2.739 1.394
C 0.326 -0.320 -0.879
C 0.118 -1.633 1.227
B -0.958 0.035 -1.163
B 0.182 -0.191 0.897
H -2.132 0.400 -1.370
H 1.402 -0.544 -1.242
H -0.741 0.362 1.411
H 0.994 0.505 1.292
*
```

Calculated values
HOMO-LUMO gap, eV: 9.00
E_tot, a.u.: -203.4383
ΔE to the lowest compared entry with this formula, charge and spin, kcal/mol: 6.5
HOMO energy, eV: -8.72

=====

# 8
Entry from OMol25: C2H4BCl2F4O4PY as an isolated structure in a non-equilibrium geometry (ωB97M-V/def2-TZVPD).

The geometry in ORCA input format:
```
! wB97M-V def2-TZVPD RIJCOSX def2/J DEFGRID3
* xyz -1 1
Y -5.053 -8.053 -1.161
Cl -6.999 -9.969 -0.121
Cl -4.473 -10.912 -1.990
P -3.043 -8.103 0.557
F -6.960 -7.191 -4.446
F -5.066 -8.233 -3.563
F -6.949 -8.276 -2.453
F -5.756 -6.353 -2.682
O -3.837 -6.878 0.239
O -4.118 -9.179 0.456
O -2.826 -8.215 -1.013
O -1.531 -8.259 0.850
C -5.119 -11.881 -0.638
C -6.614 -11.685 -0.523
B -6.227 -7.516 -3.325
H -4.659 -11.579 0.303
H -4.807 -12.924 -0.703
H -7.217 -12.035 -1.361
H -6.976 -12.236 0.345
*
```

Calculated values
HOMO-LUMO gap, eV: 5.69
E_tot, a.u.: -2104.3959
ΔE to the lowest compared entry with this formula, charge and spin, kcal/mol: 46.7
HOMO energy, eV: -3.24

=====

# 9
Entry from OMol25: one molecule with the formula C2H4BFO in a non-equilibrium geometry (ωB97M-V/def2-TZVPD).

The geometry in ORCA input format:
```
! wB97M-V def2-TZVPD RIJCOSX def2/J DEFGRID3
* xyz 0 1
F 0.126 2.089 -0.024
O 2.016 -0.595 -0.201
C 0.883 -0.720 0.173
C -0.588 1.004 0.256
B -0.482 -0.263 -0.481
H -1.259 1.247 1.196
H -0.149 -0.318 -1.730
H 0.682 -1.304 1.029
H -1.230 -1.139 -0.218
*
```

Calculated values
HOMO-LUMO gap (alpha / beta), eV: 8.04 / 8.04
E_tot, a.u.: -278.4300
ΔE to the lowest compared entry with this formula, charge and spin, kcal/mol: 75.3
HOMO energy (alpha / beta), eV: -9.60 / -9.60

=====

# 10
Entry from OMol25: one molecule with the formula C2H4BFO in a non-equilibrium geometry (ωB97M-V/def2-TZVPD).

The geometry in ORCA input format:
```
! wB97M-V def2-TZVPD RIJCOSX def2/J DEFGRID3
* xyz 0 1
F -2.151 0.903 -0.017
O 1.355 1.595 0.270
C 1.264 0.485 -0.024
C -1.263 0.019 0.463
B -0.086 -0.544 -0.245
H 2.007 -0.193 -0.407
H 0.545 -1.513 0.032
H 0.001 -0.415 -1.557
H -1.672 -0.337 1.485
*
```

Calculated values
HOMO-LUMO gap (alpha / beta), eV: 7.77 / 7.77
E_tot, a.u.: -278.4246
ΔE to the lowest compared entry with this formula, charge and spin, kcal/mol: 78.7
HOMO energy (alpha / beta), eV: -9.17 / -9.17